[1]
Computed, not measured: a cluster of 40 separate species, C14H96Br2O41 in total, with the ωB97M-V functional and the def2-TZVPD basis.

Its net charge is 0. For the orbital gap, the calculation gives 0.2907 Ha. The HOMO energy comes out at -10.03 eV.

Last column: Löwdin charge in e.
Atoms and positions in Å:
H  0.637  3.069  0.487  0.099
O  -1.537  1.216  1.471  -0.072
H  2.569  -4.909  -4.620  -0.011
H  3.499  0.155  7.232  0.046
H  -2.117  3.683  -2.842  0.023
H  3.852  5.699  1.006  0.060
H  -0.746  3.829  -2.185  0.001
H  -1.805  1.914  2.087  0.006
H  -5.206  4.209  -6.829  0.058
O  0.515  -0.744  -7.570  -0.061
H  -4.709  0.864  0.174  0.060
O  5.560  3.407  2.147  -0.069
H  -2.640  -1.119  -5.227  0.071
O  -2.679  -9.300  -8.518  -0.073
H  -1.322  2.802  -6.679  0.056
O  -8.225  -1.156  -3.512  -0.065
O  4.025  -7.119  0.997  -0.058
O  3.043  1.111  -1.398  -0.033
O  -4.938  3.511  -7.445  -0.059
H  -0.819  -2.895  3.594  0.057
H  -3.486  -3.253  -6.060  0.043
H  4.043  8.066  0.284  0.021
H  -6.178  2.844  -2.071  0.005
C  0.786  -0.992  -2.560  -0.136
H  5.033  -4.321  2.260  0.048
O  4.644  -3.981  1.441  -0.069
O  -2.248  2.579  -6.861  -0.046
H  1.732  -0.769  -3.253  0.126
H  6.164  0.692  4.333  0.068
H  3.166  0.079  5.050  0.021
Br  2.310  4.393  -1.184  0.678
H  4.990  7.133  -2.251  0.053
H  4.620  -6.548  0.488  0.043
H  -0.674  3.364  4.685  -0.099
O  5.637  2.208  7.361  -0.061
C  1.347  -0.859  -1.007  -0.084
H  -2.321  1.650  -6.594  0.044
O  5.553  -1.287  12.257  -0.050
H  2.100  -5.731  1.417  0.022
O  4.913  -1.674  9.680  -0.073
C  1.770  -1.547  1.550  -0.175
C  3.070  5.014  1.585  -0.243
H  -2.103  -3.815  -6.382  0.036
H  2.558  1.520  11.732  0.026
O  -2.101  -1.582  6.018  -0.071
H  4.468  -7.981  0.993  0.052
H  -2.514  -5.624  -6.615  -0.004
H  -5.306  0.812  -7.113  0.043
H  -1.291  -6.409  -7.087  0.044
H  4.523  -0.853  7.750  0.021
H  -6.412  4.086  -10.814  0.036
H  -5.231  -2.462  -2.697  0.055
H  -2.323  -0.664  -0.985  0.080
C  1.748  1.128  0.930  -0.100
H  3.543  4.780  2.629  0.073
H  -0.679  -1.128  -5.098  0.075
O  -6.567  3.184  -2.890  -0.066
H  -3.316  -1.185  -7.819  0.032
H  -4.089  3.814  1.608  0.041
O  -1.453  3.577  5.221  -0.088
H  0.897  -4.447  3.695  0.002
H  2.198  -1.561  9.948  0.062
H  -0.582  1.130  1.616  -0.034
H  4.010  -3.313  1.742  -0.014
O  1.886  1.999  11.224  -0.068
O  4.211  7.346  -1.715  -0.080
H  4.279  -1.005  9.981  0.010
H  -7.201  3.852  -2.589  0.041
H  -0.534  0.687  -1.640  0.107
H  6.155  3.978  1.638  0.058
C  -0.335  0.237  -2.725  -0.170
H  2.070  5.622  1.619  0.081
H  3.319  1.512  4.545  0.009
H  0.604  -2.425  3.301  -0.018
H  -1.322  -1.794  5.482  -0.011
H  5.001  -1.253  13.053  0.062
O  -2.123  6.008  -2.486  -0.055
O  -8.268  1.462  0.810  -0.068
H  -2.955  -9.590  -7.635  0.036
O  -4.919  0.593  -7.974  -0.060
H  5.302  -2.013  10.500  0.014
H  -3.785  4.221  3.048  0.046
O  2.169  -0.772  9.385  -0.051
H  -2.356  6.763  -3.047  0.049
O  -0.175  -2.213  3.837  -0.055
O  -2.784  -3.810  -5.692  -0.085
O  -2.614  -1.742  -7.451  -0.067
C  2.833  3.659  0.646  -0.627
O  -2.246  -6.322  -7.231  -0.057
H  -2.378  0.672  -3.655  0.124
H  -3.984  3.425  -7.300  0.009
H  -7.767  -0.444  -3.041  0.027
O  -5.260  -1.673  -3.260  -0.077
H  1.469  -0.830  -7.426  0.047
O  5.492  1.171  3.824  -0.045
H  -1.933  -1.747  -8.141  0.054
H  -9.160  -1.014  -3.301  0.045
Br  1.061  3.258  3.045  0.853
H  -2.511  6.227  -1.625  0.053
H  -5.597  0.741  -1.062  0.034
H  1.177  -5.479  -4.880  0.030
H  -2.891  -2.077  -2.194  0.074
H  6.257  -0.645  12.433  0.066
O  2.112  -5.622  -5.092  -0.074
C  -2.742  -0.924  -2.057  -0.089
C  -1.792  -0.284  -3.274  -0.348
O  4.133  -0.513  6.931  -0.070
H  -2.338  -8.405  -8.374  0.004
H  3.567  6.663  -1.957  -0.036
O  -6.091  3.438  -10.169  -0.074
H  1.929  -2.432  5.980  0.023
H  -5.652  3.977  -9.494  0.004
C  -1.700  -1.311  -4.556  -0.107
O  -3.371  3.843  2.258  -0.058
H  1.326  0.332  3.091  0.102
H  5.275  0.569  3.097  0.057
H  3.300  -2.286  6.636  -0.010
H  -2.745  -2.264  5.776  0.036
O  4.153  7.626  1.140  -0.086
O  3.104  -3.382  -3.372  -0.052
H  -8.912  0.779  0.568  0.035
O  2.336  -2.432  2.379  -0.074
O  2.724  0.941  5.054  -0.090
H  0.123  1.126  -3.351  0.117
H  -7.489  1.249  0.274  -0.011
O  1.505  -6.303  1.926  -0.071
O  -1.411  3.166  -2.425  -0.078
H  1.670  1.396  10.496  0.010
H  0.591  -2.939  -0.190  0.137
H  3.819  3.023  0.553  0.098
H  0.744  -5.880  4.200  0.035
O  -5.380  1.343  -0.334  -0.050
H  2.836  -2.684  -2.756  0.015
H  -3.805  -0.427  -2.161  0.048
H  0.247  -0.046  -6.954  0.022
H  0.329  -2.055  -2.766  0.124
H  -5.152  1.348  -8.535  0.025
H  1.540  -1.007  8.687  0.063
O  2.635  -2.949  6.396  -0.067
H  4.059  -3.469  -3.227  0.061
H  4.802  8.175  1.605  0.053
H  1.948  -7.165  1.921  0.029
H  5.666  1.420  7.924  0.024
C  1.552  2.737  1.178  -0.596
H  -2.097  2.894  4.979  0.036
H  -1.745  -2.409  -4.097  0.081
C  2.144  0.547  -0.588  -0.137
C  1.154  -1.934  0.046  0.077
H  -5.889  -1.908  -3.959  0.038
H  6.003  2.545  2.142  0.024
H  5.008  1.974  6.662  0.011
O  0.302  -5.018  4.204  -0.075
C  1.582  0.058  1.982  0.054

Cartesian forces, eV/Å:
1.8 -0.9 1.8
0.2 0.2 0.2
-0.2 -0.1 0.0
0.0 -0.2 -0.2
0.3 0.0 0.2
-1.8 -1.8 1.3
-0.3 -0.1 -0.1
-0.1 0.0 -0.2
0.0 -0.3 -0.2
0.3 0.3 0.3
-0.1 0.2 -0.1
0.5 -0.1 -0.5
2.2 -0.6 1.2
0.1 0.1 0.4
-0.4 0.1 -0.1
-0.2 0.3 0.3
0.6 -0.3 -0.2
-5.6 -3.5 5.0
-0.1 0.6 0.2
0.2 0.1 0.1
0.5 -0.1 0.0
0.1 -0.3 -0.1
0.0 0.1 -0.1
0.8 1.1 1.0
-0.2 0.1 -0.3
0.2 0.0 0.3
0.5 -0.2 0.2
-2.2 -0.6 1.4
-0.2 0.2 0.0
0.0 0.3 0.1
0.3 -0.7 0.9
-0.2 0.1 0.2
-0.3 0.0 0.2
-0.4 0.0 0.2
-0.1 -0.3 0.0
-0.5 -2.8 2.4
-0.2 0.2 -0.2
0.1 0.4 0.8
0.0 -0.4 0.2
-0.2 0.1 -0.2
1.0 -1.9 1.5
0.7 0.0 -1.5
-0.3 0.6 0.2
-0.3 0.2 -0.2
-0.1 -0.3 -0.2
-0.2 0.3 0.0
-0.3 -0.1 0.1
0.1 0.1 -0.4
-0.3 0.0 -0.1
0.1 -0.2 0.1
0.1 -0.4 0.2
0.0 0.3 -0.2
-0.7 -0.6 -2.2
-0.1 -3.2 2.3
-1.2 0.2 -2.1
-2.1 -0.5 0.7
-0.1 0.1 0.4
0.0 0.1 0.0
0.3 -0.1 0.1
-0.1 -0.2 -0.2
-0.1 -0.5 0.2
0.0 0.1 -0.3
-0.4 -0.1 0.0
-0.1 -0.2 0.0
0.2 -0.4 0.0
0.1 -0.2 -0.5
0.2 -0.2 -0.1
0.2 -0.3 -0.1
0.4 -0.9 -2.3
-0.3 -0.1 0.2
-0.2 0.0 0.8
2.0 -1.3 0.2
0.0 -0.1 0.1
-0.1 0.1 0.4
0.0 0.1 0.1
0.2 -0.1 -0.3
-0.3 0.4 0.1
-0.2 -0.4 -0.4
0.1 0.2 -0.4
0.0 -0.1 0.2
0.0 0.3 -0.2
0.3 -0.1 -0.2
-0.3 -0.1 0.1
0.1 -0.3 0.1
-0.2 -0.1 -0.4
-0.1 -0.9 -0.2
-0.1 0.3 -0.8
0.3 0.3 1.9
0.6 0.0 0.1
1.4 -1.8 0.9
0.1 -0.2 0.0
0.0 -0.2 -0.2
-0.4 -0.4 -0.2
-0.3 0.0 -0.1
0.2 -0.5 -0.3
-0.1 0.0 0.2
0.3 -0.1 -0.2
0.4 -0.9 -1.2
0.2 -0.1 -0.2
0.3 0.1 0.1
0.4 -0.1 0.0
0.5 2.2 0.4
-0.2 -0.2 -0.2
-0.3 0.1 0.1
-0.1 0.7 -0.2
-0.5 0.5 -0.1
0.1 0.2 0.3
-0.3 -0.1 0.0
0.1 0.1 0.2
0.0 0.6 -0.2
0.1 -0.3 0.1
0.0 -0.3 0.1
-0.1 0.3 1.8
-0.4 0.1 0.1
0.7 -0.7 -2.2
0.0 0.0 0.2
-0.2 0.0 -0.1
0.2 0.3 0.2
0.4 1.0 0.2
0.4 0.2 0.3
0.2 0.3 0.2
-3.3 4.9 -4.5
0.0 -0.1 -0.2
-1.0 -2.0 1.1
0.1 0.2 0.3
0.0 -0.1 -0.1
0.1 0.2 -0.1
0.1 0.1 0.2
1.5 2.1 0.7
-2.2 1.4 0.0
-0.2 0.4 -0.3
-0.3 -0.3 -0.2
0.0 -0.2 -0.2
2.3 -1.1 0.3
0.0 -0.3 -0.2
1.0 2.1 0.6
0.0 -0.1 0.1
0.2 0.0 0.1
-0.2 0.2 -0.1
-0.3 0.0 0.0
-0.3 -0.2 -0.1
0.0 0.5 -0.2
0.0 0.3 -0.3
-0.1 -0.2 -2.6
0.2 0.2 0.1
0.2 2.4 -1.4
2.8 1.6 -2.5
1.3 4.0 -1.7
0.0 0.1 0.2
-0.1 0.3 0.4
0.2 0.0 0.2
0.1 0.1 0.1
0.7 2.0 -3.3



[2]
Computed, not measured: a structure of composition C14H9Cl5IrN3O5, with the ωB97M-V functional and the def2-TZVPD basis.

Its net charge is +1. For the orbital gap (spin up / spin down), the calculation gives 0.2549 / 0.2463 Ha. The energy relative to the best compared isomer or geometry (same formula, charge and spin) is 0.000 eV. The HOMO energy (spin up / spin down) comes out at -12.09 / -12.08 eV. Its spin multiplicity is 2.

Last column: Löwdin charge in e.
Atoms and positions in Å:
O  0.829  -3.936  -4.675  0.141
C  -0.531  -3.138  -2.343  0.055
H  2.560  -1.543  -3.944  0.087
C  2.309  0.764  4.199  -0.691
H  -1.737  -2.626  -0.675  0.180
H  -2.971  1.560  -1.488  0.143
H  -4.150  0.948  2.080  0.147
O  2.345  -2.321  -4.510  0.162
O  1.400  0.696  -1.121  -0.160
H  -0.628  1.917  -1.827  0.088
C  -2.844  1.220  0.566  -0.516
O  2.624  -0.168  -2.774  0.137
C  0.691  -1.328  -2.096  -0.142
C  0.778  0.589  1.876  -0.333
H  -4.475  2.324  1.079  0.139
H  -2.882  3.046  -0.546  0.135
C  2.376  -0.378  3.401  -0.696
Cl  1.371  3.220  4.815  0.738
Cl  -0.317  3.040  2.212  0.751
Cl  3.402  -1.678  3.818  0.747
C  0.720  1.726  2.671  -0.655
C  1.471  1.821  3.838  -0.699
C  -0.978  2.038  -0.803  -0.211
C  -2.485  2.033  -0.630  -0.135
C  1.266  -2.971  -4.115  -0.485
Cl  1.638  -1.851  1.235  0.766
Cl  3.267  0.876  5.609  0.743
N  -0.240  -1.310  -1.150  -0.094
Ir  -0.147  0.416  0.109  1.457
C  0.549  -2.465  -2.895  -0.012
H  -0.494  2.884  -0.326  0.041
O  -2.138  0.219  0.843  -0.108
N  -0.971  -2.424  -1.299  0.072
C  1.595  -0.450  2.255  -0.676
N  -3.902  1.524  1.289  0.246
H  -0.974  -4.072  -2.648  0.159
C  1.672  -0.207  -2.030  -0.522

Cartesian forces, eV/Å:
0.0 0.0 0.0
0.0 0.0 0.0
0.0 -0.1 0.0
0.0 0.1 0.0
0.0 0.0 0.0
0.0 0.0 0.0
0.0 0.0 0.0
0.0 0.1 0.1
0.8 0.1 0.4
-0.1 0.2 -0.1
-0.2 0.2 0.0
0.0 0.0 -0.1
0.1 -0.1 0.0
-0.4 1.4 0.1
0.0 0.0 -0.1
0.0 0.0 -0.1
0.0 -0.1 0.1
0.0 0.0 0.0
0.0 -0.1 0.2
0.0 0.0 0.0
-0.2 0.0 0.1
0.0 0.0 0.0
0.4 -0.3 0.5
-0.1 0.3 -0.1
0.0 0.0 0.1
0.0 0.0 0.1
0.0 0.0 0.0
-0.7 0.3 0.0
-0.5 -1.7 -1.7
0.0 0.0 0.0
0.1 0.2 -0.2
0.6 -0.2 0.9
-0.1 0.0 -0.2
0.1 -0.1 -0.1
-0.1 -0.2 0.0
0.0 0.0 0.0
0.1 0.1 0.0



[3]
Computed, not measured: a structure of composition C14H9Cl5IrN3O5, with the ωB97M-V functional and the def2-TZVPD basis.

Its net charge is +1. For the orbital gap (spin up / spin down), the calculation gives 0.2272 / 0.2285 Ha. The energy relative to the best compared isomer or geometry (same formula, charge and spin) is 0.963 eV. The HOMO energy (spin up / spin down) comes out at -12.15 / -12.15 eV. Its spin multiplicity is 2.

Last column: Löwdin charge in e.
Atoms and positions in Å:
H  -1.307  0.068  3.081  0.172
C  0.802  2.208  -1.542  -0.158
O  2.688  -0.241  6.030  0.086
Cl  1.662  -2.831  -0.002  0.806
C  -0.654  -4.301  -0.021  -0.692
H  0.389  2.393  0.579  0.081
C  2.760  0.138  1.528  -0.493
O  0.164  0.063  -2.260  -0.053
C  -2.160  -1.987  0.037  -0.697
C  0.438  -0.073  4.286  0.061
C  -2.817  -3.206  -0.010  -0.698
C  1.766  -0.040  3.905  -0.003
C  -0.795  -1.919  0.042  -0.381
N  -0.307  0.015  3.163  0.072
C  2.984  -0.102  4.856  -0.533
H  1.867  2.069  -1.325  0.135
H  -1.083  2.136  -0.427  0.081
C  -2.051  -4.379  -0.035  -0.687
O  4.123  0.007  4.260  0.062
H  0.699  2.530  -4.151  0.139
O  3.941  0.238  1.889  0.203
O  2.401  0.102  0.311  -0.101
Cl  -4.522  -3.271  -0.054  0.747
N  0.466  0.098  2.082  -0.036
H  0.670  3.241  -1.872  0.142
Cl  -2.823  -5.898  -0.086  0.750
H  0.024  -0.138  5.282  0.157
H  0.227  0.928  -4.590  0.147
C  0.452  1.230  -2.602  -0.495
Ir  0.257  -0.190  -0.073  1.411
N  0.450  1.597  -3.868  0.245
C  -0.055  -3.053  0.012  -0.690
H  4.041  0.142  3.035  0.045
C  -0.022  1.924  -0.312  -0.140
C  1.720  0.060  2.526  -0.153
Cl  0.306  -5.710  -0.047  0.760
Cl  -3.017  -0.477  0.082  0.707

Cartesian forces, eV/Å:
-0.2 -0.1 0.0
0.3 0.2 0.0
0.7 0.1 -0.7
0.0 0.1 -0.1
-0.2 -0.3 0.0
-0.1 -0.1 0.1
0.5 0.0 -0.2
-0.1 -1.1 1.1
-0.5 0.3 0.1
-0.1 0.1 -0.1
0.0 -0.2 0.0
0.5 0.0 0.5
-1.3 1.6 -0.4
0.0 -0.2 0.4
-0.9 0.0 0.0
0.0 0.0 0.0
0.0 -0.1 0.0
0.1 0.1 0.0
-0.5 0.0 -0.1
0.0 0.0 0.1
0.3 0.0 -1.4
-0.9 0.6 -1.2
0.0 0.0 0.0
-0.4 -0.7 -1.6
0.0 0.0 0.1
0.0 0.0 0.0
-0.1 0.1 -0.1
0.0 -0.1 0.0
0.0 0.3 -0.2
3.0 1.4 1.1
-0.1 -0.2 -0.2
0.7 -0.5 0.0
0.4 -0.1 2.0
-0.5 -1.1 0.5
-0.6 0.0 0.3
0.1 0.0 0.0
0.0 -0.1 0.0



[4]
Computed, not measured: a structure of composition C14H9N4O4S2SeW, with the ωB97M-V functional and the def2-TZVPD basis.

Its net charge is +1. For the orbital gap, the calculation gives 0.2269 Ha. The energy relative to the best compared isomer or geometry (same formula, charge and spin) is 0.355 eV. The HOMO energy comes out at -11.79 eV.

Last column: Löwdin charge in e.
Atoms and positions in Å:
N  -2.478  -0.817  -0.806  -0.152
C  -3.589  -2.953  -1.071  0.002
H  -0.806  2.906  5.963  0.119
N  -0.332  0.740  2.083  -0.169
H  -4.464  0.096  -2.325  0.119
C  -4.516  -0.967  -2.138  -0.002
C  -5.583  -3.106  -2.406  -0.048
O  1.494  -1.154  1.400  -0.314
H  -2.598  1.393  6.736  0.115
C  1.291  -2.064  -1.839  -0.849
C  -3.561  -1.598  -1.353  -0.162
N  0.680  -1.129  -1.357  -0.146
C  -1.142  2.087  5.342  -0.064
C  -0.579  1.851  4.094  -0.432
H  -6.290  -1.276  -3.281  0.118
O  -1.730  -1.351  0.152  -0.185
C  0.584  1.677  1.968  -1.058
C  -5.532  -1.742  -2.667  -0.047
S  1.487  1.608  0.497  0.707
N  -2.214  0.326  -1.235  0.088
Se  2.134  -3.375  -2.464  0.939
C  -2.019  -0.064  3.728  -0.002
C  -4.619  -3.707  -1.611  -0.047
C  -2.576  0.171  4.970  -0.055
C  -1.015  0.793  3.296  -0.274
C  -2.144  1.235  5.767  -0.059
W  0.095  -0.429  0.322  1.685
H  -2.830  -3.403  -0.449  0.121
H  -4.664  -4.768  -1.408  0.117
O  -1.165  0.851  -0.652  -0.281
H  -2.343  -0.890  3.108  0.114
O  0.294  -1.934  1.400  -0.267
S  0.704  2.738  3.299  1.139
H  -6.384  -3.702  -2.823  0.117
H  -3.358  -0.481  5.335  0.114

Cartesian forces, eV/Å:
-0.1 0.1 -0.1
0.0 0.0 0.0
0.0 0.0 0.0
-0.2 -0.1 -0.1
0.0 0.0 0.0
0.0 0.0 0.0
0.0 0.0 0.0
0.0 0.0 0.0
0.0 0.0 0.0
0.1 0.1 -0.1
-0.1 0.0 0.2
0.2 0.0 0.1
0.0 0.0 0.0
0.0 0.0 0.0
0.0 0.0 0.0
0.2 0.2 -0.1
0.1 0.2 -0.1
0.0 0.0 0.0
0.1 0.1 -0.1
0.0 0.2 0.1
0.0 0.0 0.0
0.0 0.0 0.0
0.0 0.0 0.0
0.0 0.0 0.0
0.0 0.0 0.0
0.0 0.0 0.0
-0.3 -0.5 0.5
0.0 0.0 0.0
0.0 0.0 0.0
-0.1 -0.3 -0.2
0.0 0.0 0.0
0.1 0.0 -0.1
0.0 0.0 0.0
0.0 0.0 0.0
0.0 0.0 0.0